Entry 1:
Here is one molecule with the formula C5H11NO from the OMol25 dataset. Energies are from ωB97M-V/def2-TZVPD.

Results
Total energy: -327.07187 Ha
HOMO-LUMO gap: 10.21 eV
SMILES string: CC(C)N(C)C=O
Energy above the lowest of the compared OMol25 structures with the same formula, charge and spin: 156.2 kJ/mol

```
18
C5H11NO (ωB97M-V/def2-TZVPD)
C 0.1048 1.8370 -0.0723
C -0.2751 0.4701 0.4813
C -1.8140 0.1277 0.6700
N 0.3842 -0.6827 -0.3142
C 1.5898 -1.2007 0.3898
C -0.0681 -1.1522 -1.4889
O -0.7996 -0.5141 -2.2597
H -0.3471 2.7939 0.3807
H -0.1749 1.9805 -1.1373
H 1.2131 2.0815 -0.1432
H 0.2319 0.3719 1.4771
H -2.2516 -0.0918 -0.3580
H -1.7760 -0.8778 1.2528
H -2.2093 1.0926 1.1323
H 2.3818 -0.4923 0.5853
H 2.0420 -1.9914 -0.1941
H 1.3772 -1.5926 1.3952
H 0.3908 -2.1596 -1.7968
```

***

Entry 2:
Here is one molecule with the formula C5H11NO from the OMol25 dataset. Energies are from ωB97M-V/def2-TZVPD.

Results
Total energy: -326.97431 Ha
HOMO-LUMO gap: 7.92 eV
SMILES string: C=C(N)CCCO
Energy above the lowest of the compared OMol25 structures with the same formula, charge and spin: 412.3 kJ/mol

```
18
C5H11NO (ωB97M-V/def2-TZVPD)
C 0.3360 0.8506 -2.4190
C 0.4839 0.6628 -1.1243
N 0.6600 1.7877 -0.2611
C -0.3532 -0.6394 -0.7628
C 0.0063 -1.3162 0.5517
C -0.5834 -0.7506 1.8994
O 0.1249 0.5278 2.0277
H -0.5418 0.3261 -2.8780
H 0.7537 1.5646 -3.0623
H 0.2576 1.7329 0.7296
H 0.6438 2.6737 -0.9522
H -0.0553 -1.3988 -1.5523
H -1.4304 -0.2769 -0.9589
H 1.1777 -1.4796 0.7509
H -0.2500 -2.3701 0.4076
H -1.6635 -0.8127 2.0472
H -0.1836 -1.4007 2.6678
H 0.6175 0.3187 2.8891
```

***

Entry 3:
Here is a 3-piece molecular cluster, C5H11NO overall from the OMol25 dataset. Energies are from ωB97M-V/def2-TZVPD.

Results
Total energy: -326.98918 Ha
HOMO-LUMO gap: 10.08 eV
SMILES string: C#CC.C=O.CN
Energy above the lowest of the compared OMol25 structures with the same formula, charge and spin: 373.3 kJ/mol

```
18
C5H11NO (ωB97M-V/def2-TZVPD)
C -1.1207 -0.6364 -0.2021
C -1.9626 0.0103 0.3716
C -3.0785 0.6234 1.0608
H -0.4271 -1.2598 -0.6968
H -2.8503 0.7704 2.1155
H -3.3032 1.5905 0.6109
H -3.9639 -0.0099 0.9836
C 0.2498 1.4443 0.9831
O 0.7271 1.9369 -0.0014
H -0.5586 1.9398 1.5458
H 0.6463 0.5317 1.4584
C 2.5846 -1.2937 -0.8373
N 1.4617 -0.7104 -1.5520
H 2.6069 -2.3646 -1.0190
H 3.5595 -0.8887 -1.1203
H 2.4514 -1.1332 0.2247
H 1.4042 0.2898 -1.3736
H 1.5735 -0.8407 -2.5518
```

***

Entry 4:
Here is a 2-piece molecular cluster, C5H11NO overall from the OMol25 dataset. Energies are from ωB97M-V/def2-TZVPD.

Results
Total energy: -327.03594 Ha
HOMO-LUMO gap: 9.85 eV
SMILES string: C=CN1C[C@@H]1C.O
Energy above the lowest of the compared OMol25 structures with the same formula, charge and spin: 250.5 kJ/mol

```
18
C5H11NO (ωB97M-V/def2-TZVPD)
C -1.9994 -0.4887 -0.1018
C -0.9958 -0.6420 0.7600
N 0.2575 -0.0202 0.5637
C 1.4585 -0.7253 0.9731
C 1.1182 -0.5863 -0.4661
C 1.8174 0.3635 -1.3995
H -1.8690 0.1117 -0.9995
H -2.9861 -0.8939 0.0855
H -1.1099 -1.2110 1.6822
H 2.2386 -0.1036 1.4090
H 1.3352 -1.7030 1.4384
H 0.7120 -1.4854 -0.9322
H 1.1191 0.7317 -2.1597
H 2.6454 -0.1384 -1.9111
H 2.2117 1.2244 -0.8516
O -2.3186 2.1339 0.9296
H -2.0937 1.2758 1.3122
H -1.5770 2.2712 0.3282
```

***

Entry 5:
Here is a 2-piece molecular cluster, C5H11NO overall from the OMol25 dataset. Energies are from ωB97M-V/def2-TZVPD.

Results
Total energy: -327.03056 Ha
HOMO-LUMO gap: 9.26 eV
SMILES string: C=C/C(N)=C/C.O
Energy above the lowest of the compared OMol25 structures with the same formula, charge and spin: 264.6 kJ/mol

```
18
C5H11NO (ωB97M-V/def2-TZVPD)
C 1.8916 2.1831 -2.0006
C 1.2793 1.0101 -2.0050
C 0.0474 0.5117 -1.2958
N -0.4750 1.4037 -0.2995
C -0.2543 -0.7971 -1.2976
C -1.3919 -1.5301 -0.7060
H 1.8022 2.8524 -1.1381
H 2.6754 2.6056 -2.6206
H 1.4990 0.1753 -2.6811
H -0.3049 2.3577 -0.5832
H -0.0026 1.2538 0.5823
H 0.0820 -1.3489 -2.1714
H -1.6006 -1.0188 0.2454
H -2.2186 -1.5181 -1.4259
H -1.1584 -2.5846 -0.4796
O -0.8171 -2.0042 5.6239
H -0.4124 -1.1441 5.7780
H -0.6412 -2.4074 6.4749
```

***

Entry 6:
Here is a 2-piece molecular cluster, C5H11NO overall from the OMol25 dataset. Energies are from ωB97M-V/def2-TZVPD.

Results
Total energy: -327.01895 Ha
HOMO-LUMO gap: 10.57 eV
SMILES string: C#C[C@@H](C)CN.O
Energy above the lowest of the compared OMol25 structures with the same formula, charge and spin: 295.1 kJ/mol

```
18
C5H11NO (ωB97M-V/def2-TZVPD)
C -0.1833 2.1834 0.5246
C 0.4897 1.2734 0.1108
C 0.9716 -0.0151 -0.3819
C 2.5162 0.0348 -0.3796
C 0.5489 -1.2269 0.4724
N -0.8353 -1.6690 0.2511
H -0.5718 3.1120 0.8564
H 0.4939 0.0124 -1.4043
H 2.9199 0.9799 -0.8195
H 2.7446 -0.0116 0.6998
H 2.9486 -0.8198 -0.9565
H 0.6802 -1.0638 1.5163
H 1.2966 -2.0361 0.2181
H -0.9217 -2.0309 -0.7317
H -1.0870 -2.5813 0.7568
O -2.8911 0.3425 -0.4939
H -2.0451 0.0426 -0.0411
H -3.5414 -0.1587 0.0217
```

***

Entry 7:
Here is a 2-piece molecular cluster, C5H11NO overall from the OMol25 dataset. Energies are from ωB97M-V/def2-TZVPD.

Results
Total energy: -326.98764 Ha
HOMO-LUMO gap: 8.81 eV
Energy above the lowest of the compared OMol25 structures with the same formula, charge and spin: 377.3 kJ/mol

```
18
C5H11NO (ωB97M-V/def2-TZVPD)
C -1.0020 -0.4226 -2.5541
N -0.3534 -0.2487 -1.2687
C -0.7399 -0.9636 -0.1959
O -1.7026 -1.7476 -0.1448
C -0.1232 -1.1152 1.0854
C 2.0748 1.3045 0.6373
C -0.7784 -0.3654 2.1869
H -0.3925 -1.0244 -3.2375
H -1.2058 0.5489 -3.0126
H -1.9462 -0.9406 -2.3777
H 0.5248 0.2445 -1.2150
H 1.9954 0.2201 0.7724
H 1.0796 1.7462 0.5276
H 2.6745 1.5252 -0.2496
H 2.5601 1.7371 1.5151
H 0.0006 0.3173 2.5610
H -1.6769 0.2160 1.9400
H -0.9887 -1.0317 3.0301
```

***

Entry 8:
Here is a 2-piece molecular cluster, C5H11NO overall from the OMol25 dataset. Energies are from ωB97M-V/def2-TZVPD.

Results
Total energy: -327.02234 Ha
HOMO-LUMO gap: 8.37 eV
SMILES string: C=C/C=C(/C)N.O
Energy above the lowest of the compared OMol25 structures with the same formula, charge and spin: 286.2 kJ/mol

```
18
C5H11NO (ωB97M-V/def2-TZVPD)
C 2.3032 -1.1114 -1.1396
C 1.1414 -0.5545 -0.8249
C 0.6387 -0.1932 0.5344
C -0.2519 0.8984 0.6466
C -0.6117 1.2815 2.0166
N -0.5995 1.6809 -0.5098
H 2.7212 -1.4316 -2.1817
H 2.9457 -1.5512 -0.2649
H 0.4324 -0.3143 -1.6522
H 1.1123 -0.5946 1.5336
H -1.6801 1.5286 1.9776
H -0.6171 0.4685 2.6426
H -0.1654 2.2545 2.3855
H -1.3830 2.3146 -0.4175
H -0.9269 0.9110 -1.2122
O -1.5364 -1.5590 -1.4319
H -1.1210 -2.0272 -0.7479
H -2.4019 -2.0011 -1.3542
```

***

Entry 9:
Here is one molecule with the formula C5H11NO from the OMol25 dataset. Energies are from ωB97M-V/def2-TZVPD.

Results
Total energy: -327.09725 Ha
HOMO-LUMO gap: 10.25 eV
SMILES string: CCC(=O)[C@@H](C)N
Energy above the lowest of the compared OMol25 structures with the same formula, charge and spin: 89.5 kJ/mol

```
18
C5H11NO (ωB97M-V/def2-TZVPD)
C 1.7026 0.4972 -1.4257
C 0.2147 0.4938 -1.7144
C -0.7571 0.4381 -0.5416
O -1.9379 0.7436 -0.7493
C -0.2867 0.0404 0.8686
C -1.4819 -0.2313 1.7851
N 0.5491 -1.1691 0.8357
H 2.0514 -0.4872 -1.1016
H 1.9685 1.2321 -0.6611
H 2.2564 0.7368 -2.3400
H -0.0256 -0.3468 -2.3747
H -0.0177 1.4185 -2.2579
H 0.2937 0.8790 1.2687
H -2.0968 -1.0549 1.4010
H -2.1293 0.6487 1.8632
H -1.1561 -0.4967 2.7968
H 0.8748 -1.3714 1.7816
H -0.0221 -1.9706 0.5656
```

***

Entry 10:
Here is C5H11NO as an isolated structure from the OMol25 dataset. Energies are from ωB97M-V/def2-TZVPD.

Results
Total energy: -326.91951 Ha
HOMO-LUMO gap: 7.61 eV
Energy above the lowest of the compared OMol25 structures with the same formula, charge and spin: 556.2 kJ/mol

```
18
C5H11NO (ωB97M-V/def2-TZVPD)
C 1.4007 1.4136 -0.9017
C -0.5160 1.6770 0.5866
C 0.7309 -0.7996 0.6742
N 0.2479 0.7934 -0.2805
H 2.1348 1.7033 -0.1404
H 1.1243 2.3129 -1.4615
H 1.8794 0.7086 -1.5811
H -1.3911 1.1313 0.9351
H 0.0970 2.0057 1.4325
H -0.8582 2.5649 0.0441
H -0.0140 -1.3643 1.2217
H 1.3485 -0.2120 1.3481
H 1.3273 -1.3221 -0.0623
O -1.1142 -1.1496 -0.8973
C -1.6123 -2.1903 -0.3867
C -1.9564 -3.2674 0.0535
H -0.5109 0.1968 -0.9678
H -2.3178 -4.2021 0.3834
```

***

Entry 11:
Here is one molecule with the formula C5H11NO from the OMol25 dataset. Energies are from ωB97M-V/def2-TZVPD.

Results
Total energy: -327.07959 Ha
HOMO-LUMO gap: 9.98 eV
SMILES string: CCC[C@@H](N)C=O
Energy above the lowest of the compared OMol25 structures with the same formula, charge and spin: 135.9 kJ/mol

```
18
C5H11NO (ωB97M-V/def2-TZVPD)
C -1.7439 1.1746 -0.4723
C -1.5318 -0.3243 -0.4116
C -0.0546 -0.6889 -0.7076
C 0.9793 -0.0616 0.2501
N 0.5725 -0.0147 1.6267
C 2.3690 -0.5954 -0.0705
O 3.2775 -0.7305 0.6979
H -2.7903 1.4783 -0.5120
H -1.0306 1.6507 -1.1375
H -1.4753 1.5922 0.5127
H -1.7691 -0.7708 0.5529
H -2.1245 -0.8395 -1.1703
H 0.2121 -0.2902 -1.6878
H -0.0139 -1.7750 -0.6449
H 1.1086 0.9970 -0.0242
H 0.8546 0.7939 2.1319
H 0.6838 -0.8093 2.2269
H 2.4766 -0.7865 -1.1603
```

***

Entry 12:
Here is a 2-piece molecular cluster, C5H11NO overall from the OMol25 dataset. Energies are from ωB97M-V/def2-TZVPD.

Results
Total energy: -326.99760 Ha
HOMO-LUMO gap: 7.31 eV
SMILES string: C=C/C(C)=C/N.O
Energy above the lowest of the compared OMol25 structures with the same formula, charge and spin: 351.2 kJ/mol

```
18
C5H11NO (ωB97M-V/def2-TZVPD)
C 1.5816 -1.4087 -2.1251
C 1.1843 -0.1819 -1.5871
C 0.7386 -0.1228 -0.2051
C 0.4757 1.1980 0.4675
C 0.8252 -1.2199 0.6305
N -0.2205 -1.3316 1.5669
H 1.7552 -2.2948 -1.4631
H 1.9025 -1.5339 -3.1483
H 1.3342 0.8110 -2.0926
H 1.0722 2.0027 -0.0089
H -0.6648 1.5123 0.2951
H 0.5612 1.0346 1.5362
H 1.4935 -2.1146 0.5966
H -0.8980 -0.5731 1.7334
H -0.6030 -2.2007 1.7387
O -3.2035 1.8535 0.7153
H -4.1781 1.7721 0.9504
H -3.1562 2.7977 0.3995
```